{"formula": "C15H33ClMnO5P2S3Te", "method": "the ωB97M-V functional and the def2-TZVPD basis", "elements": ["Mn", "C", "C", "S", "C", "C", "S", "C", "C", "S", "H", "H", "H", "H", "H", "H", "H", "H", "H", "H", "H", "H", "C", "C", "O", "P", "O", "Te", "O", "C", "C", "H", "H", "H", "H", "H", "H", "H", "H", "H", "H", "Cl", "C", "C", "O", "O", "H", "H", "C", "P", "C", "C", "H", "H", "H", "H", "H", "H", "H", "H", "H"], "coordinates": [[-0.32, -0.63, -0.15], [1.10, 1.55, 2.55], [-0.32, 1.84, 2.98], [-1.57, 2.12, 1.71], [-0.85, 3.39, 0.65], [-0.88, 2.93, -0.80], [0.11, 1.47, -1.25], [1.78, 1.95, -0.69], [2.47, 0.92, 0.20], [1.41, 0.13, 1.43], [1.55, 2.41, 2.06], [1.71, 1.34, 3.43], [-0.73, 1.02, 3.57], [-0.28, 2.71, 3.65], [-1.45, 4.30, 0.71], [0.15, 3.65, 0.98], [-1.90, 2.67, -1.11], [-0.54, 3.72, -1.48], [2.38, 2.12, -1.58], [1.67, 2.90, -0.18], [2.90, 0.11, -0.39], [3.29, 1.40, 0.74], [0.56, -5.27, -3.77], [1.68, -4.77, -2.91], [1.38, -3.37, -2.54], [1.98, -2.54, -1.37], [1.10, -1.30, -1.23], [2.17, -3.84, 0.66], [3.40, -1.99, -1.75], [4.55, -2.87, -2.02], [5.80, -2.06, -1.81], [0.79, -6.28, -4.10], [0.42, -4.64, -4.65], [-0.38, -5.32, -3.21], [2.63, -4.76, -3.45], [1.79, -5.34, -1.99], [4.45, -3.22, -3.05], [4.51, -3.73, -1.35], [5.79, -1.17, -2.43], [6.66, -2.66, -2.09], [5.91, -1.77, -0.77], [-1.29, -1.94, 4.06], [-2.17, -2.49, 2.62], [-1.54, -1.83, 1.45], [-1.88, -0.67, 1.05], [-0.56, -2.35, 0.82], [-3.21, -2.20, 2.71], [-2.07, -3.57, 2.55], [-1.21, -1.06, -3.48], [-1.85, -1.23, -1.80], [-3.36, -0.24, -1.76], [-2.37, -2.95, -1.64], [-1.97, -1.40, -4.19], [-0.31, -1.66, -3.60], [-0.97, -0.02, -3.69], [-4.08, -0.65, -2.47], [-3.15, 0.79, -2.05], [-3.79, -0.24, -0.76], [-3.00, -3.21, -2.50], [-2.96, -3.08, -0.73], [-1.51, -3.61, -1.61]], "e_tot_ev": -128536.9215, "max_force_ev_per_a": 0.325, "s_squared": 3.80, "total_charge": 2, "homo_lumo_gap_ev": [7.661, 6.002], "multiplicity": 4, "e_lumo_ev": [-6.35, -7.99], "relative_energy_ev": 0.482, "e_homo_ev": [-14.010, -13.997]}

{"formula": "C15H33FIN2O5P2", "method": "the ωB97M-V functional and the def2-TZVPD basis", "elements": ["C", "C", "C", "O", "C", "O", "C", "C", "C", "O", "C", "N", "P", "C", "O", "P", "N", "O", "C", "F", "C", "C", "C", "C", "C", "I", "H", "H", "H", "H", "H", "H", "H", "H", "H", "H", "H", "H", "H", "H", "H", "H", "H", "H", "H", "H", "H", "H", "H", "H", "H", "H", "H", "H", "H", "H", "H", "H", "H"], "coordinates": [[1.92, -1.39, 3.20], [0.43, -1.23, 3.48], [-0.24, -0.13, 2.62], [0.45, -0.05, 1.37], [-0.24, 0.50, 0.29], [-1.00, 1.58, 0.80], [-1.71, 2.38, -0.14], [-3.10, 2.61, 0.39], [-3.98, 1.36, 0.37], [-3.68, 3.73, -0.24], [-1.16, -0.58, -0.31], [-0.45, -1.62, -1.11], [0.15, -2.95, 0.13], [1.27, -4.02, -0.82], [-1.14, -3.91, 0.27], [-1.77, -2.48, -2.20], [-2.41, -1.27, -3.23], [-0.82, -3.41, -3.13], [0.66, -1.10, -1.91], [0.17, -0.35, -2.97], [1.62, -0.23, -1.14], [0.86, 1.00, -0.65], [1.74, 2.03, 0.10], [3.19, 2.12, -0.36], [3.74, 3.53, -0.01], [4.44, 0.69, 0.69], [2.37, -0.41, 3.10], [2.36, -1.91, 4.03], [2.08, -1.97, 2.30], [-0.12, -2.15, 3.34], [0.26, -0.94, 4.51], [-0.13, 0.80, 3.16], [-1.28, -0.41, 2.51], [-1.72, 1.98, -1.15], [-1.24, 3.36, -0.19], [-2.96, 2.85, 1.45], [-4.03, 1.00, -0.65], [-3.51, 0.63, 1.00], [-4.97, 1.59, 0.74], [-4.64, 3.64, -0.18], [-1.99, -0.18, -0.87], [-1.62, -1.09, 0.53], [1.81, -4.57, -0.06], [2.01, -3.46, -1.37], [0.78, -4.75, -1.45], [-1.75, -3.54, 0.93], [-2.07, -1.43, -4.18], [-2.13, -0.32, -3.00], [-0.45, -2.90, -3.87], [1.22, -1.90, -2.38], [2.08, -0.77, -0.32], [2.38, 0.03, -1.85], [0.47, 1.52, -1.50], [1.68, 1.91, 1.17], [1.31, 3.00, -0.13], [3.30, 2.00, -1.42], [3.07, 3.99, 0.70], [3.81, 4.16, -0.89], [4.69, 3.46, 0.51]], "e_tot_ev": -58698.1283, "max_force_ev_per_a": 1.890, "total_charge": 1, "homo_lumo_gap_ev": 9.094, "e_lumo_ev": -2.59, "smiles": "CCCO[C@]1(OC[C@H](C)O)C[N@@+](P(C)O)(P(N)O)[C@@H](F)C[C@@H]1C[C@@H](C)I", "e_homo_ev": -11.685}

{"formula": "C15H33IN6O6S2", "method": "the ωB97M-V functional and the def2-TZVPD basis", "elements": ["N", "C", "N", "N", "C", "C", "C", "C", "I", "C", "N", "S", "N", "C", "C", "N", "C", "S", "H", "H", "H", "H", "H", "H", "H", "H", "H", "C", "O", "H", "H", "H", "H", "C", "O", "H", "H", "H", "H", "C", "O", "H", "H", "H", "H", "C", "O", "H", "H", "H", "H", "C", "O", "H", "H", "H", "H", "C", "O", "H", "H", "H", "H"], "coordinates": [[1.35, 0.00, 3.12], [0.93, 0.23, 1.74], [1.96, -0.32, 0.82], [0.85, 1.68, 1.58], [-0.45, -0.40, 1.45], [-1.56, 0.62, 1.49], [-1.75, 1.37, 2.70], [-2.72, 2.32, 2.86], [-2.90, 3.35, 4.67], [-3.60, 2.56, 1.77], [-4.62, 3.42, 1.73], [-5.28, 3.27, 0.27], [-4.34, 2.13, -0.38], [-3.45, 1.84, 0.56], [-2.40, 0.87, 0.44], [-2.27, 0.17, -0.81], [-2.72, -0.94, -0.87], [-3.31, -2.38, -0.86], [0.72, -0.63, 3.59], [2.25, -0.46, 3.14], [2.86, -0.05, 1.22], [1.92, 0.25, -0.03], [0.61, 1.94, 0.63], [1.73, 2.11, 1.84], [-0.68, -1.20, 2.15], [-0.37, -0.90, 0.48], [-1.10, 1.16, 3.54], [0.71, -2.41, -2.45], [0.25, -1.43, -1.51], [-0.08, -2.60, -3.16], [1.59, -2.03, -3.00], [0.97, -3.34, -1.95], [0.98, -1.28, -0.90], [4.03, -3.49, 3.86], [3.38, -2.22, 3.94], [4.45, -3.58, 2.87], [4.83, -3.56, 4.60], [3.31, -4.30, 4.03], [3.01, -2.14, 4.83], [1.07, -3.91, -6.05], [1.00, -4.31, -4.69], [1.32, -2.85, -6.07], [1.83, -4.47, -6.58], [0.10, -4.04, -6.55], [0.77, -5.24, -4.67], [1.68, -7.76, -6.52], [0.76, -7.05, -5.68], [2.57, -7.95, -5.93], [1.25, -8.71, -6.84], [1.94, -7.16, -7.39], [-0.04, -6.89, -6.20], [0.17, 5.38, 1.50], [0.91, 4.58, 2.42], [0.82, 6.17, 1.15], [-0.16, 4.78, 0.64], [-0.70, 5.82, 1.98], [0.32, 3.87, 2.72], [-2.38, 8.59, 1.97], [-2.27, 7.46, 2.84], [-1.43, 9.12, 2.00], [-2.57, 8.27, 0.94], [-3.18, 9.26, 2.30], [-3.10, 6.99, 2.81]], "e_tot_ev": -67083.8776, "max_force_ev_per_a": 0.841, "homo_lumo_gap_ev": 7.915, "e_lumo_ev": -0.49, "e_homo_ev": -8.407}

{"formula": "C15H33N3O4PSc", "method": "the ωB97M-V functional and the def2-TZVPD basis", "elements": ["Sc", "C", "C", "C", "C", "O", "H", "H", "H", "H", "H", "H", "H", "H", "H", "N", "C", "P", "O", "O", "C", "N", "H", "H", "H", "H", "H", "H", "H", "H", "H", "H", "C", "C", "C", "C", "C", "C", "N", "H", "H", "H", "H", "H", "H", "H", "H", "C", "C", "C", "O", "H", "H", "H", "H", "H", "H"], "coordinates": [[0.00, -0.16, 0.09], [-0.90, -0.71, 4.07], [-0.41, 0.20, 2.93], [1.12, 0.38, 3.03], [-1.12, 1.56, 3.01], [-0.70, -0.42, 1.71], [-0.66, -0.27, 5.03], [-0.44, -1.69, 3.99], [-1.98, -0.81, 4.01], [1.39, 0.75, 4.01], [1.44, 1.11, 2.27], [1.62, -0.57, 2.85], [-0.86, 2.05, 3.94], [-2.19, 1.41, 2.97], [-0.81, 2.19, 2.17], [2.08, 0.89, -3.11], [3.05, -0.09, -2.65], [2.12, -1.18, -1.48], [0.72, -1.50, -1.97], [2.01, -0.61, -0.08], [2.94, -2.89, -1.53], [1.82, -3.82, -1.81], [1.49, 2.31, -1.78], [1.31, 0.41, -3.56], [2.50, 1.51, -3.80], [3.87, 0.41, -2.12], [3.49, -0.70, -3.45], [3.44, -3.14, -0.60], [3.68, -2.92, -2.33], [1.01, -3.13, -2.00], [1.60, -4.43, -1.02], [1.97, -4.41, -2.63], [1.98, 2.92, 0.22], [0.97, 2.77, -0.91], [0.32, 4.02, -1.38], [-1.01, 3.82, -1.42], [-1.26, 2.49, -0.94], [-2.60, 1.85, -0.84], [-0.15, 1.87, -0.61], [2.71, 3.69, -0.06], [2.51, 1.99, 0.40], [1.49, 3.25, 1.14], [0.87, 4.90, -1.65], [-1.78, 4.50, -1.74], [-3.39, 2.59, -0.91], [-2.69, 1.30, 0.10], [-2.72, 1.15, -1.67], [-2.20, -3.31, 0.61], [-2.54, -2.08, -0.17], [-3.98, -1.86, -0.49], [-1.67, -1.30, -0.56], [-2.93, -3.48, 1.40], [-1.20, -3.23, 1.04], [-2.25, -4.17, -0.05], [-4.46, -2.78, -0.80], [-4.10, -1.09, -1.25], [-4.48, -1.52, 0.41]], "e_tot_ev": -58732.3565, "max_force_ev_per_a": 2.137, "total_charge": 2, "homo_lumo_gap_ev": 9.749, "e_lumo_ev": -5.62, "relative_energy_ev": 0.319, "e_homo_ev": -15.367}

Q: What is the formula in the fourth record?
A: C15H33N3O4PSc